Entry 1:
# C32H55IO11P2S6

7 unconnected molecules or ions with the total composition C32H55IO11P2S6 at a distorted geometry (the ωB97M-V functional and the def2-TZVPD basis, the Open Molecules 2025 dataset).

Orbital gap: 7.2 eV
Relative energy (zero: lowest compared OMol25 entry of this formula, charge and spin): 0.0000 eV

Geometry (Å):
1 C 2.382 -2.006 -0.577
2 C 1.493 -1.333 -1.331
3 C 1.349 0.137 -1.337
4 C 2.365 1.044 -1.711
5 C 3.705 0.520 -2.193
6 C 4.688 1.639 -2.505
7 C 3.435 -0.388 -3.455
8 C 4.100 0.037 -4.760
9 C 2.087 2.399 -1.656
10 C 0.846 2.888 -1.268
11 I 0.570 4.965 -1.307
12 C -0.162 2.016 -0.908
13 C 0.110 0.638 -0.948
14 C -1.033 -0.248 -0.561
15 O -0.942 -1.238 0.132
16 C -2.363 0.223 -1.061
17 C -3.288 -0.687 -1.537
18 C -4.506 -0.211 -2.000
19 P -5.667 -1.397 -2.707
20 O -5.146 -1.884 -4.013
21 C -4.791 1.149 -1.949
22 C -3.871 2.078 -1.469
23 P -4.451 3.832 -1.433
24 O -3.155 4.703 -1.895
25 O -5.372 3.820 -2.795
26 C -2.635 1.595 -1.034
27 C -1.533 2.444 -0.494
28 O -1.743 3.377 0.252
29 H 2.024 -2.842 0.010
30 H 3.428 -1.724 -0.532
31 H 0.799 -1.910 -1.940
32 H 4.111 -0.140 -1.436
33 H 4.270 2.331 -3.236
34 H 4.892 2.217 -1.601
35 H 5.628 1.254 -2.888
36 H 2.362 -0.399 -3.654
37 H 3.690 -1.417 -3.212
38 H 5.189 0.047 -4.716
39 H 3.712 0.996 -5.102
40 H 3.826 -0.685 -5.532
41 H 2.827 3.124 -1.954
42 H -3.026 -1.737 -1.549
43 H -6.903 -0.748 -2.859
44 H -5.817 -2.473 -1.812
45 H -5.754 1.474 -2.313
46 H -2.411 4.206 -2.258
47 H -4.857 3.573 -3.576
48 C 0.799 1.396 3.899
49 S 1.440 1.741 2.259
50 O 2.816 1.182 2.197
51 C 1.593 3.514 2.487
52 H 0.661 0.319 3.987
53 H 1.506 1.738 4.655
54 H -0.158 1.901 4.018
55 H 2.252 3.716 3.332
56 H 0.604 3.942 2.656
57 H 2.018 3.929 1.575
58 C -2.751 2.588 6.583
59 S -1.163 3.353 6.235
60 O -0.236 2.954 7.324
61 C -1.688 5.038 6.569
62 H -2.631 1.512 6.472
63 H -3.052 2.824 7.603
64 H -3.491 2.950 5.869
65 H -2.062 5.106 7.590
66 H -2.461 5.323 5.855
67 H -0.821 5.684 6.449
68 C -8.915 0.908 1.615
69 S -8.472 1.274 -0.084
70 O -7.119 0.692 -0.311
71 C -8.231 3.037 0.140
72 H -9.060 -0.168 1.695
73 H -8.108 1.223 2.276
74 H -9.842 1.423 1.866
75 H -7.468 3.206 0.899
76 H -9.176 3.496 0.432
77 H -7.900 3.451 -0.811
78 C 0.557 -5.028 4.298
79 S 1.240 -4.379 2.767
80 O 2.665 -4.799 2.713
81 C 1.210 -2.653 3.258
82 H 0.529 -6.113 4.213
83 H 1.197 -4.738 5.132
84 H -0.453 -4.644 4.435
85 H 1.799 -2.522 4.166
86 H 0.174 -2.352 3.420
87 H 1.641 -2.062 2.451
88 C 7.010 -3.037 -3.232
89 S 6.992 -2.156 -1.669
90 O 5.614 -1.620 -1.504
91 C 8.018 -0.784 -2.205
92 H 6.378 -3.916 -3.122
93 H 6.614 -2.393 -4.018
94 H 8.030 -3.345 -3.463
95 H 7.557 -0.298 -3.065
96 H 9.011 -1.155 -2.460
97 H 8.091 -0.082 -1.377
98 C 2.570 -5.859 -1.608
99 S 1.433 -5.565 -2.968
100 O 1.538 -4.123 -3.310
101 C -0.069 -5.757 -2.001
102 H 3.581 -5.737 -1.992
103 H 2.389 -5.135 -0.814
104 H 2.439 -6.876 -1.238
105 H -0.065 -5.038 -1.181
106 H -0.126 -6.776 -1.619
107 H -0.913 -5.564 -2.661

Atom charges from the Löwdin analysis, given in e for atoms 1 to 8:
1 C 0.072
2 C -0.110
3 C -0.090
4 C -0.099
5 C -0.285
6 C -0.070
7 C -0.190
8 C -0.106


Entry 2:
# C32H55N3O22S

8 unconnected molecules or ions with the total composition C32H55N3O22S at a distorted geometry (the ωB97M-V functional and the def2-TZVPD basis, the Open Molecules 2025 dataset).

Orbital gap: 6.6 eV
SMILES: [H]/N=C/Cc1ccc(OCCC)c2nsnc12.COC(=O)OC.COC(=O)OC.COC(=O)OC.COC(=O)OC.COC(=O)OC.COC(=O)OC.COC(=O)OC

Geometry (Å):
1 H 5.746 1.513 -0.446
2 N 5.163 0.656 -0.689
3 C 4.073 1.207 -1.360
4 C 2.857 0.193 -1.897
5 C 2.051 -0.259 -0.503
6 C 2.725 -1.360 0.530
7 C 1.939 -1.765 1.929
8 C 0.470 -1.071 2.322
9 O -0.306 -1.398 3.528
10 C 0.104 -0.600 4.694
11 C -1.177 0.297 5.282
12 C -1.402 1.649 4.355
13 C -0.099 0.021 1.191
14 N -1.396 0.810 1.193
15 S -1.578 1.861 -0.210
16 N -0.110 1.494 -1.083
17 C 0.612 0.476 -0.225
18 H 3.929 2.358 -1.533
19 H 3.266 -0.738 -2.478
20 H 2.114 0.837 -2.570
21 H 3.775 -1.839 0.238
22 H 2.427 -2.563 2.640
23 H 1.065 0.050 4.539
24 H 0.364 -1.377 5.561
25 H -2.142 -0.382 5.334
26 H -0.974 0.683 6.383
27 H -1.380 2.656 4.978
28 H -0.505 1.666 3.580
29 H -2.434 1.515 3.771
30 C 10.136 4.890 -1.221
31 O 9.203 3.876 -0.849
32 C 9.730 2.627 -0.790
33 O 10.890 2.327 -1.023
34 O 8.742 1.771 -0.428
35 C 9.154 0.409 -0.325
36 H 9.607 5.846 -1.236
37 H 10.947 4.956 -0.489
38 H 10.532 4.700 -2.224
39 H 9.926 0.296 0.443
40 H 9.512 0.040 -1.292
41 H 8.286 -0.186 -0.030
42 C -4.453 0.741 -1.112
43 O -5.799 0.411 -1.449
44 C -6.165 0.773 -2.704
45 O -5.456 1.335 -3.524
46 O -7.457 0.402 -2.890
47 C -7.981 0.723 -4.177
48 H -4.270 0.405 -0.087
49 H -3.752 0.224 -1.774
50 H -4.300 1.824 -1.152
51 H -7.420 0.206 -4.962
52 H -7.969 1.806 -4.340
53 H -9.019 0.382 -4.214
54 C -12.125 0.367 -7.903
55 O -11.344 -0.248 -8.926
56 C -10.026 -0.366 -8.627
57 O -9.489 0.001 -7.594
58 O -9.408 -0.962 -9.678
59 C -8.006 -1.153 -9.504
60 H -13.162 0.410 -8.248
61 H -12.092 -0.226 -6.983
62 H -11.782 1.390 -7.718
63 H -7.808 -1.806 -8.648
64 H -7.498 -0.190 -9.383
65 H -7.616 -1.636 -10.403
66 C 12.731 7.747 4.083
67 O 12.142 6.457 3.935
68 C 10.943 6.460 3.299
69 O 10.363 7.444 2.866
70 O 10.501 5.179 3.228
71 C 9.240 5.028 2.578
72 H 13.684 7.625 4.604
73 H 12.928 8.196 3.104
74 H 12.089 8.397 4.686
75 H 9.298 5.369 1.539
76 H 8.459 5.570 3.121
77 H 8.984 3.965 2.578
78 C 0.473 -1.857 -5.855
79 O 1.254 -2.472 -6.878
80 C 2.572 -2.590 -6.579
81 O 3.109 -2.224 -5.546
82 O 3.190 -3.187 -7.630
83 C 4.592 -3.377 -7.456
84 H -0.564 -1.815 -6.200
85 H 0.506 -2.450 -4.935
86 H 0.816 -0.834 -5.670
87 H 4.790 -4.031 -6.600
88 H 5.100 -2.415 -7.335
89 H 4.982 -3.861 -8.355
90 C -4.551 -3.429 9.756
91 O -5.518 -3.126 8.753
92 C -5.084 -2.260 7.802
93 O -3.977 -1.749 7.750
94 O -6.096 -2.062 6.920
95 C -5.780 -1.166 5.856
96 H -5.005 -4.129 10.462
97 H -3.672 -3.909 9.312
98 H -4.265 -2.525 10.302
99 H -4.951 -1.555 5.257
100 H -5.543 -0.171 6.247
101 H -6.660 -1.082 5.212
102 C -6.143 -6.688 3.264
103 O -5.604 -5.396 2.992
104 C -4.373 -5.182 3.521
105 O -3.727 -5.980 4.182
106 O -3.984 -3.925 3.188
107 C -2.697 -3.559 3.681
108 H -7.128 -6.749 2.794
109 H -5.508 -7.469 2.835
110 H -6.266 -6.835 4.342
111 H -1.924 -4.215 3.269
112 H -2.682 -3.581 4.776
113 H -2.489 -2.536 3.355

Atom charges from the Löwdin analysis, given in e for atoms 1 to 8:
1 H 0.035
2 N 0.034
3 C -0.168
4 C -0.148
5 C -0.098
6 C -0.005
7 C 0.029
8 C -0.095


Entry 3:
# C32H55NO24

9 unconnected molecules or ions with the total composition C32H55NO24 at a distorted geometry (the ωB97M-V functional and the def2-TZVPD basis, the Open Molecules 2025 dataset).

Orbital gap: 9.2 eV
Relative energy (zero: lowest compared OMol25 entry of this formula, charge and spin): 3.7956 eV
SMILES: C[C@H]1COC(=O)O1.C[C@H]1COC(=O)O1.C[C@H]1COC(=O)O1.C[C@H]1COC(=O)O1.COC(=O)OC.COC(=O)OC.COC(=O)OC.COC(=O)OC.CCCC#N

Geometry (Å):
1 C 2.211 -0.603 -0.657
2 C 3.188 -0.817 -1.789
3 C 4.778 -0.793 -1.442
4 O 5.209 -2.128 -1.593
5 C 4.194 -2.902 -1.953
6 O 4.140 -4.114 -2.302
7 O 3.052 -2.251 -2.100
8 H 1.182 -0.959 -0.941
9 H 2.194 0.377 -0.311
10 H 2.413 -1.245 0.250
11 H 2.886 -0.303 -2.672
12 H 4.829 -0.319 -0.432
13 H 5.486 -0.287 -2.120
14 C -0.273 1.616 1.406
15 C -0.052 0.202 1.881
16 C 0.615 0.031 3.157
17 O -0.393 -0.504 4.050
18 C -1.467 -0.671 3.398
19 O -2.463 -1.212 3.830
20 O -1.365 -0.303 2.116
21 H -0.689 1.672 0.352
22 H 0.587 2.319 1.531
23 H -0.992 2.115 2.113
24 H 0.336 -0.404 1.004
25 H 0.902 1.021 3.500
26 H 1.435 -0.626 3.171
27 C 0.810 -3.689 3.675
28 C 1.066 -3.554 2.149
29 C 2.487 -3.867 1.653
30 O 2.353 -5.193 1.415
31 C 1.131 -5.658 1.293
32 O 0.866 -6.770 0.908
33 O 0.335 -4.752 1.700
34 H -0.134 -3.342 4.026
35 H 1.562 -3.218 4.219
36 H 1.008 -4.731 3.943
37 H 0.685 -2.587 1.840
38 H 3.193 -3.634 2.366
39 H 2.866 -3.231 0.933
40 C 6.114 3.630 -1.668
41 C 4.632 3.836 -2.042
42 C 4.015 2.968 -3.180
43 O 2.683 2.631 -2.695
44 C 2.606 2.920 -1.420
45 O 1.642 2.613 -0.681
46 O 3.658 3.600 -1.045
47 H 6.735 3.581 -2.535
48 H 6.232 2.692 -1.186
49 H 6.507 4.265 -0.842
50 H 4.501 4.931 -2.290
51 H 4.579 2.137 -3.626
52 H 3.926 3.673 -4.053
53 C -7.341 -2.802 -0.670
54 O -6.545 -1.606 -0.568
55 C -6.132 -1.260 0.600
56 O -5.994 -2.170 1.645
57 O -5.435 -0.194 0.572
58 C -4.611 0.300 1.684
59 H -7.879 -3.016 -1.553
60 H -8.160 -2.761 0.069
61 H -6.747 -3.670 -0.430
62 H -4.511 -0.411 2.478
63 H -5.110 1.201 2.070
64 H -3.554 0.383 1.296
65 C 3.947 2.824 2.608
66 O 4.230 1.886 3.616
67 C 4.137 0.601 3.411
68 O 3.662 0.115 2.183
69 O 4.455 -0.178 4.443
70 C 4.563 -1.537 4.215
71 H 4.254 2.448 1.670
72 H 4.330 3.762 2.875
73 H 2.956 2.942 2.379
74 H 3.610 -2.049 4.031
75 H 4.921 -2.181 5.099
76 H 5.160 -1.763 3.320
77 C 0.277 -5.441 -2.207
78 O -1.122 -5.021 -1.729
79 C -1.180 -3.845 -1.083
80 O 0.059 -3.111 -0.734
81 O -2.483 -3.432 -0.783
82 C -2.568 -2.203 -0.198
83 H 0.196 -6.138 -2.967
84 H 0.883 -5.863 -1.438
85 H 0.738 -4.560 -2.649
86 H -2.233 -2.248 0.801
87 H -3.562 -1.800 -0.205
88 H -1.943 -1.401 -0.611
89 C -0.615 5.344 1.150
90 O -2.075 5.090 0.968
91 C -2.633 4.984 -0.184
92 O -1.891 4.733 -1.356
93 O -4.001 5.015 -0.251
94 C -4.584 5.292 -1.492
95 H -0.462 6.460 1.170
96 H 0.015 5.077 0.264
97 H -0.099 4.867 1.986
98 H -5.639 5.297 -1.227
99 H -4.385 4.602 -2.301
100 H -4.455 6.256 -1.885
101 C -4.890 2.298 -4.369
102 C -4.363 0.953 -4.661
103 C -4.302 -0.065 -3.481
104 C -3.642 0.580 -2.277
105 N -3.048 1.031 -1.340
106 H -5.031 2.893 -5.273
107 H -4.233 2.882 -3.776
108 H -5.873 2.338 -3.823
109 H -3.225 1.045 -4.833
110 H -4.865 0.477 -5.522
111 H -3.710 -0.846 -3.731
112 H -5.260 -0.562 -3.300

Atom charges from the Löwdin analysis, given in e for atoms 1 to 8:
1 C -0.039
2 C -0.202
3 C -0.060
4 O 0.074
5 C -0.550
6 O 0.074
7 O 0.056
8 H 0.096


Entry 4:
# C32H56BBr2Cl2F4NO11

5 unconnected molecules or ions with the total composition C32H56BBr2Cl2F4NO11 at a distorted geometry (the ωB97M-V functional and the def2-TZVPD basis, the Open Molecules 2025 dataset).

Orbital gap: 8.9 eV
SMILES: CCCCO[C@@H](OC[C@@H](/C(Cl)=C(\C)Cl)N(B(C)O)C(F)(F)C(F)F)/C(Br)=C(/C)Br.CCOC(C)=O.CCOC(C)=O.CCOC(C)=O.CCOC(C)=O

Geometry (Å):
1 C -5.205 -2.497 2.896
2 C -4.516 -1.212 3.409
3 C -5.008 0.078 2.721
4 C -3.866 0.966 2.198
5 O -4.129 1.298 0.837
6 C -3.004 1.506 0.061
7 O -3.151 0.753 -1.114
8 C -1.969 0.683 -1.863
9 C -1.358 -0.735 -1.853
10 C -0.297 -0.769 -2.937
11 Cl 0.554 0.723 -3.259
12 C 0.007 -1.858 -3.666
13 C -0.637 -3.195 -3.553
14 Cl 1.243 -1.814 -4.882
15 N -0.842 -1.011 -0.486
16 B 0.638 -0.794 -0.317
17 C 1.156 0.577 0.283
18 O 1.538 -1.738 -0.703
19 C -1.224 -2.257 0.058
20 F -0.704 -3.361 -0.560
21 F -0.726 -2.292 1.339
22 C -2.732 -2.527 0.200
23 F -3.254 -3.044 -0.949
24 F -3.405 -1.424 0.579
25 C -2.864 2.981 -0.273
26 Br -3.900 3.634 -1.731
27 C -2.078 3.862 0.362
28 C -1.906 5.306 0.009
29 Br -1.045 3.319 1.881
30 H -4.485 -3.275 2.666
31 H -5.877 -2.913 3.637
32 H -5.776 -2.296 1.993
33 H -3.442 -1.352 3.312
34 H -4.740 -1.160 4.471
35 H -5.629 -0.197 1.875
36 H -5.611 0.635 3.432
37 H -3.790 1.857 2.818
38 H -2.954 0.379 2.267
39 H -2.083 1.200 0.557
40 H -1.217 1.410 -1.567
41 H -2.222 0.901 -2.901
42 H -2.167 -1.384 -2.161
43 H 0.082 -3.867 -3.081
44 H -0.843 -3.624 -4.527
45 H -1.508 -3.198 -2.916
46 H 1.414 0.473 1.334
47 H 2.024 0.891 -0.297
48 H 0.408 1.350 0.137
49 H 2.354 -1.629 -0.211
50 H -2.856 -3.285 0.978
51 H -1.634 5.393 -1.037
52 H -1.073 5.719 0.568
53 H -2.798 5.882 0.235
54 C 4.813 5.849 -4.088
55 C 4.833 5.108 -2.768
56 O 3.566 5.184 -2.108
57 C 2.553 4.343 -2.380
58 C 2.632 3.461 -3.605
59 O 1.578 4.360 -1.678
60 H 4.095 5.413 -4.791
61 H 5.801 5.831 -4.551
62 H 4.519 6.888 -3.928
63 H 5.147 4.069 -2.885
64 H 5.540 5.571 -2.081
65 H 2.145 3.969 -4.437
66 H 2.095 2.543 -3.383
67 H 3.642 3.189 -3.897
68 C -0.518 -4.058 4.733
69 C -1.555 -4.163 5.830
70 O -2.885 -4.179 5.301
71 C -3.495 -5.305 4.883
72 C -2.683 -6.568 4.717
73 O -4.656 -5.247 4.585
74 H -0.547 -4.925 4.073
75 H 0.481 -3.987 5.162
76 H -0.705 -3.174 4.121
77 H -1.381 -5.022 6.477
78 H -1.512 -3.276 6.462
79 H -2.338 -6.630 3.686
80 H -3.336 -7.413 4.922
81 H -1.830 -6.645 5.387
82 C 1.863 9.022 -8.322
83 C 3.225 8.666 -7.764
84 O 3.179 7.484 -6.959
85 C 3.277 6.244 -7.462
86 C 3.161 6.031 -8.953
87 O 3.389 5.322 -6.701
88 H 1.485 8.245 -8.987
89 H 1.913 9.957 -8.879
90 H 1.143 9.133 -7.511
91 H 3.981 8.573 -8.544
92 H 3.564 9.453 -7.092
93 H 2.122 5.809 -9.192
94 H 3.776 5.176 -9.222
95 H 3.495 6.874 -9.552
96 C 4.372 -5.698 6.243
97 C 3.303 -5.821 7.308
98 O 1.990 -5.882 6.742
99 C 1.423 -7.023 6.316
100 C 2.268 -8.265 6.159
101 O 0.264 -7.008 6.003
102 H 4.390 -6.570 5.589
103 H 5.355 -5.591 6.701
104 H 4.180 -4.826 5.617
105 H 3.476 -6.668 7.974
106 H 3.301 -4.929 7.932
107 H 2.625 -8.316 5.132
108 H 1.640 -9.129 6.358
109 H 3.116 -8.315 6.838

Atom charges from the Löwdin analysis, given in e for atoms 1 to 8:
1 C -0.100
2 C -0.235
3 C -0.156
4 C -0.198
5 O -0.054
6 C -0.484
7 O -0.085
8 C -0.206